Record 1
{"formula": "C30H29AsN4O3S3V", "method": "ωB97M-V/def2-TZVPD", "e_tot_ev": -162715.0561, "relative_energy_kcal_mol": 15.2, "e_homo_ev": [-6.7, -6.1], "homo_lumo_gap_ev": [7.070, 6.433], "spin_multiplicity": 2, "lumo_energy_ev": [0.33, 0.31], "species": ["V", "S", "C", "C", "C", "C", "C", "C", "As", "C", "C", "C", "C", "C", "C", "C", "C", "C", "C", "C", "C", "H", "H", "H", "H", "H", "H", "H", "H", "H", "H", "H", "H", "H", "H", "N", "C", "C", "C", "C", "C", "C", "S", "O", "O", "N", "C", "N", "C", "C", "C", "N", "H", "H", "H", "H", "H", "H", "H", "H", "H", "C", "S", "C", "O", "H", "H", "H", "H", "H", "H"], "xyz": [[-0.50809, 0.44660, -0.67733], [-0.53978, 2.68978, -0.02672], [-2.05686, 3.08863, 0.81525], [-2.35676, 4.43064, 1.08115], [-3.53122, 4.78433, 1.72879], [-4.42820, 3.80247, 2.13052], [-4.13924, 2.47111, 1.87332], [-2.96978, 2.10874, 1.20737], [-2.43052, 0.25399, 0.88673], [-4.05047, -0.57732, 1.58170], [-5.19466, -0.81274, 0.83055], [-6.32891, -1.34097, 1.43660], [-6.32957, -1.62994, 2.79464], [-5.18999, -1.39427, 3.55137], [-4.05416, -0.87619, 2.94359], [-2.85128, 0.09202, -1.03556], [-2.87274, 1.18710, -1.89389], [-3.09509, 1.00397, -3.26400], [-3.31738, -0.26232, -3.76912], [-3.33570, -1.36346, -2.91185], [-3.09583, -1.18685, -1.56736], [-1.64520, 5.19044, 0.77268], [-3.74566, 5.83099, 1.92201], [-5.34652, 4.07125, 2.64023], [-4.83938, 1.70709, 2.18301], [-5.21427, -0.57589, -0.22285], [-7.21877, -1.52173, 0.84391], [-7.21831, -2.03804, 3.26338], [-5.18566, -1.61537, 4.61263], [-3.16430, -0.69897, 3.53067], [-2.79538, 2.18556, -1.50040], [-3.11080, 1.86560, -3.92077], [-3.49216, -0.40021, -4.83006], [-3.51275, -2.35965, -3.30043], [-3.07061, -2.05184, -0.91777], [5.48171, -4.65285, -0.92560], [4.17300, -4.20860, -0.81895], [3.75079, -3.51761, 0.32065], [2.43800, -3.10283, 0.43797], [1.52966, -3.37043, -0.57779], [1.93314, -4.08193, -1.70565], [3.24255, -4.50268, -1.81985], [-0.10053, -2.74200, -0.47021], [-0.99973, -3.78281, -0.89421], [-0.27778, -2.25364, 0.87753], [-0.25322, -1.44249, -1.44684], [0.57929, -0.92478, -2.39238], [1.37244, -1.60041, -3.22835], [2.07429, -0.87116, -4.08872], [2.01872, 0.51374, -4.15603], [1.18083, 1.13788, -3.25678], [0.46099, 0.43940, -2.39045], [6.16977, -4.20619, -0.34675], [5.80722, -4.91284, -1.83852], [4.46178, -3.30786, 1.11416], [2.09640, -2.59588, 1.33081], [1.21177, -4.31422, -2.47841], [3.56013, -5.05771, -2.69774], [2.71453, -1.43173, -4.76571], [2.60869, 1.07757, -4.86451], [1.07349, 2.21328, -3.20967], [0.81453, 0.40527, 2.73577], [2.09668, 0.34657, 1.50554], [2.57429, 2.05887, 1.57068], [1.44045, 0.15253, 0.14947], [1.31146, 0.53827, 3.70009], [0.30024, -0.55147, 2.69231], [0.13620, 1.22629, 2.51173], [2.79479, 2.31664, 2.60925], [1.73978, 2.64774, 1.18525], [3.46440, 2.17686, 0.95187]]}


Record 2
{"formula": "C30H29Cl2NO5PS2V", "method": "ωB97M-V/def2-TZVPD", "e_tot_ev": -125003.1666, "e_homo_ev": [-4.4, -3.6], "homo_lumo_gap_ev": [6.693, 5.954], "total_charge": -1, "spin_multiplicity": 2, "lumo_energy_ev": [2.33, 2.32], "species": ["V", "C", "C", "O", "O", "H", "H", "H", "Cl", "C", "C", "C", "C", "C", "Cl", "C", "N", "C", "C", "C", "C", "C", "C", "C", "C", "O", "O", "H", "H", "H", "H", "H", "H", "H", "H", "H", "H", "S", "P", "S", "C", "C", "C", "C", "C", "C", "C", "C", "C", "C", "C", "C", "H", "H", "H", "H", "H", "H", "H", "H", "H", "H", "C", "C", "O", "H", "H", "H", "H", "H", "H"], "xyz": [[-0.54507, -0.17330, 0.23993], [1.41549, -3.62680, 1.89409], [1.01069, -2.29586, 1.31689], [1.86973, -1.47844, 0.95675], [-0.25083, -2.08103, 1.11877], [2.17681, -3.47014, 2.65632], [1.85223, -4.22894, 1.09514], [0.55983, -4.15298, 2.31707], [-2.12738, 1.41176, 1.12880], [-2.59668, -0.75477, 3.33186], [-3.43409, -1.34911, 4.29160], [-2.99084, -1.91155, 5.47133], [-1.63148, -1.96704, 5.71916], [-0.78296, -1.33736, 4.83865], [0.92129, -1.40092, 5.20580], [-1.22577, -0.61291, 3.70789], [-0.27948, 0.27199, 3.14504], [0.32831, 1.30044, 3.86767], [-0.17513, 1.67324, 5.11896], [0.42161, 2.67559, 5.86752], [1.52918, 3.34863, 5.37605], [2.00618, 3.00395, 4.11803], [1.43349, 2.00417, 3.33875], [2.01926, 1.71882, 1.96349], [1.12014, 2.19516, 0.82062], [0.91517, 3.37219, 0.65231], [0.59859, 1.22391, 0.07364], [-4.49915, -1.35711, 4.11136], [-3.69861, -2.33233, 6.17560], [-1.22572, -2.47001, 6.59067], [0.00775, 0.15665, 2.17121], [-1.04665, 1.16200, 5.51166], [0.00811, 2.93191, 6.83590], [2.00813, 4.13231, 5.95157], [2.85572, 3.53952, 3.70576], [2.24533, 0.66099, 1.84245], [2.93946, 2.29204, 1.86278], [-4.24480, -0.21767, -0.46319], [-3.61054, -0.36000, 1.69468], [-2.53388, -1.38306, -0.04865], [-4.72527, 0.95429, 2.41076], [-4.35484, 1.63437, 3.57289], [-5.15846, 2.63410, 4.10885], [-6.35132, 2.97779, 3.48670], [-6.71634, 2.33150, 2.31304], [-5.90269, 1.33753, 1.77645], [-4.70269, -1.92354, 1.88028], [-4.08667, -3.18160, 1.90539], [-4.83027, -4.35466, 1.94115], [-6.21898, -4.30378, 1.96677], [-6.84552, -3.06795, 1.97207], [-6.09416, -1.89507, 1.93021], [-3.41378, 1.39910, 4.05168], [-4.84130, 3.15571, 5.00614], [-6.98353, 3.75581, 3.90403], [-7.63268, 2.60806, 1.80315], [-6.18325, 0.87416, 0.83980], [-3.00401, -3.24627, 1.90782], [-4.31828, -5.31127, 1.94963], [-6.80389, -5.21647, 1.98379], [-7.92806, -3.00698, 2.00279], [-6.61990, -0.95016, 1.94865], [2.45236, -0.43636, -2.10870], [1.48405, -1.50272, -2.57250], [0.23382, -1.51503, -1.85360], [3.35162, -0.46536, -2.73612], [2.73682, -0.59411, -1.07011], [1.99762, 0.55262, -2.18849], [1.93768, -2.49324, -2.52479], [1.20083, -1.32282, -3.60722], [0.38419, -1.89746, -0.98133]]}


Record 3
{"formula": "C30H29Cl6LaNO5S2Se2", "method": "ωB97M-V/def2-TZVPD", "e_tot_ev": -271669.7658, "relative_energy_kcal_mol": 26.0, "e_homo_ev": -5.0, "homo_lumo_gap_ev": 7.014, "total_charge": -1, "spin_multiplicity": 1, "lumo_energy_ev": 2.04, "species": ["La", "O", "C", "C", "C", "O", "C", "Se", "C", "Se", "H", "H", "H", "H", "H", "H", "H", "H", "H", "H", "Cl", "C", "C", "C", "Cl", "C", "Cl", "C", "Cl", "C", "Cl", "Cl", "C", "C", "O", "O", "H", "H", "O", "S", "C", "C", "C", "C", "C", "C", "C", "C", "C", "C", "C", "C", "C", "C", "H", "H", "H", "H", "H", "H", "H", "H", "H", "H", "H", "H", "H", "H", "S", "C", "C", "N", "C", "H", "H", "H"], "xyz": [[2.61627, -15.44549, -9.88279], [3.79087, -10.20924, -7.49303], [2.68228, -10.71146, -6.80528], [2.20812, -12.13864, -7.13230], [0.87670, -12.30657, -6.47713], [-0.25749, -11.62677, -7.06262], [3.15045, -13.13749, -6.45390], [3.13117, -15.07311, -6.98484], [2.17055, -12.22561, -8.63819], [0.70169, -13.22589, -9.59742], [3.75471, -10.54171, -8.39931], [1.89480, -10.01355, -7.08532], [2.82332, -10.59891, -5.74190], [0.81138, -11.87978, -5.43053], [0.60811, -13.35900, -6.30716], [-0.34578, -12.07476, -8.02735], [2.97843, -13.06590, -5.33301], [4.23094, -12.90871, -6.60769], [3.14485, -12.70559, -9.00817], [2.10739, -11.21940, -9.07364], [3.34403, -19.34331, -10.51118], [2.30400, -18.75085, -11.72564], [1.84340, -17.45526, -11.62692], [0.92773, -17.07551, -12.56630], [0.48112, -15.41262, -12.60738], [0.32867, -17.92575, -13.49709], [-0.90018, -17.39078, -14.57174], [0.74004, -19.26367, -13.50156], [0.11560, -20.48997, -14.56087], [1.75289, -19.65821, -12.63779], [2.37135, -21.27161, -12.70130], [4.59816, -11.26288, -13.98043], [3.76350, -12.55747, -13.12790], [4.63728, -13.72967, -12.54950], [5.76749, -13.94017, -12.94539], [3.96262, -14.35479, -11.68324], [3.12701, -12.98082, -13.90698], [3.13402, -12.18712, -12.34127], [4.69833, -16.95100, -9.71087], [6.13378, -16.60369, -9.62904], [7.01503, -18.13516, -9.02777], [6.49109, -18.32985, -7.67324], [6.68744, -17.39194, -6.68428], [5.99246, -17.51237, -5.47554], [5.13096, -18.58743, -5.32075], [4.99698, -19.56281, -6.27977], [5.68644, -19.42487, -7.43035], [6.78964, -16.56733, -11.33303], [6.50323, -17.72295, -12.22764], [7.38263, -18.81240, -12.31727], [7.05921, -19.96693, -12.92947], [5.81172, -20.05982, -13.60325], [5.02432, -18.96490, -13.67965], [5.36441, -17.79135, -13.04641], [8.07693, -17.92448, -9.08286], [6.75588, -19.01202, -9.62010], [7.40958, -16.60883, -6.96766], [5.99910, -16.66676, -4.81003], [4.47905, -18.68657, -4.42904], [4.26102, -20.34770, -6.07647], [5.60843, -20.23039, -8.20518], [7.87852, -16.40467, -11.23389], [6.47186, -15.60223, -11.77583], [8.29042, -18.90633, -11.77585], [7.73991, -20.79175, -12.91219], [5.43611, -21.01308, -14.03855], [4.11450, -18.98948, -14.25005], [4.72822, -16.92104, -13.14561], [-1.88258, -17.86730, -9.33608], [-1.86646, -16.40569, -8.41577], [-0.59719, -15.99836, -8.34365], [0.33552, -16.66453, -9.03822], [-0.21804, -17.74866, -9.54570], [-2.64569, -15.94546, -7.82721], [-0.24450, -15.11563, -7.79879], [0.35497, -18.45871, -10.02725]]}